The following is a quantum chemistry calculation of a molecular structure, C30H25N9O11P2SSr, from the Open Molecules 2025 dataset.

Geometry as XYZ:
```
79
Properties=species:S:1:pos:R:3:forces:R:3
Sr -1.07224 0.12199 0.50055 0.11 -0.45 -0.15
O 3.75059 -3.56010 -1.21076 0.05 -0.06 0.05
C 3.51878 -4.13974 -0.01358 0.03 0.01 -0.05
C 4.34192 -5.19622 0.37299 -0.01 0.02 -0.01
C 4.11418 -5.85382 1.56832 0.00 0.00 0.01
C 3.05971 -5.47473 2.39195 0.01 -0.01 -0.01
C 2.26225 -4.40425 2.02632 0.00 0.00 0.01
C 2.49682 -3.70831 0.84398 -0.03 -0.01 -0.02
C 1.66349 -2.54389 0.47524 0.06 -0.04 0.03
O 1.21244 -1.71773 1.45718 -0.01 0.13 0.04
N 1.36672 -2.38850 -0.75373 -0.05 0.02 -0.02
N 0.60636 -1.27628 -1.10943 -0.01 0.11 0.08
C 0.29753 -1.31803 -2.35492 0.01 -0.03 -0.04
C -0.43030 -0.32916 -3.12386 0.02 0.05 0.00
C -0.81692 -0.71578 -4.41623 0.01 -0.01 -0.02
C -1.48234 0.12624 -5.27850 0.00 0.00 0.01
C -1.76328 1.42922 -4.84008 -0.01 0.01 -0.01
C -1.38816 1.85579 -3.59252 0.01 0.00 -0.01
C -0.71272 1.00400 -2.66125 0.11 0.02 0.07
O -0.38345 1.43157 -1.50609 -0.15 -0.09 -0.05
H 2.96972 -2.98920 -1.39143 -0.04 0.01 -0.01
H 5.14108 -5.49315 -0.29446 0.00 0.00 0.00
H 4.75786 -6.67824 1.85330 0.00 0.00 0.00
H 2.86460 -5.99943 3.31792 0.00 0.00 0.00
H 1.44865 -4.08711 2.66614 -0.01 -0.01 0.00
H 0.61245 -2.20830 -2.90808 -0.01 0.03 -0.04
H -0.58031 -1.72772 -4.73226 0.00 0.00 0.00
H -1.78240 -0.20753 -6.26318 0.00 0.00 0.00
H -2.28742 2.11416 -5.49972 0.00 0.00 0.00
H -1.60465 2.86352 -3.25620 0.00 0.00 0.01
S -0.92786 8.35121 1.00727 0.11 0.03 -0.28
N -2.11151 7.35411 0.52867 -0.12 -0.02 0.24
C -1.68274 6.12294 0.73995 0.03 -0.02 -0.10
C -2.42872 4.90662 0.48255 0.02 0.02 -0.01
C -3.73454 4.90800 -0.01234 0.00 -0.01 0.01
C -4.36679 3.70552 -0.21361 0.02 0.03 0.00
C -3.67738 2.52542 0.07922 -0.01 -0.01 -0.01
N -2.43634 2.51802 0.53731 -0.03 -0.01 0.09
C -1.81010 3.67991 0.74564 0.02 -0.01 -0.02
C -0.42870 3.62170 1.27846 -0.04 0.02 -0.03
N 0.09574 2.40992 1.50576 0.03 -0.02 -0.01
C 1.33049 2.32357 1.98028 0.01 -0.02 0.00
C 2.10935 3.45005 2.26592 0.04 -0.01 0.02
C 1.58456 4.69695 2.04308 -0.01 0.00 0.00
C 0.28658 4.79520 1.53506 -0.01 0.03 -0.02
C -0.35202 6.06728 1.25713 0.04 -0.01 -0.10
N 0.19317 7.25881 1.42398 -0.07 -0.02 0.26
H -4.22032 5.85286 -0.22045 0.00 0.00 0.00
H -5.37974 3.65301 -0.58746 0.00 0.00 0.00
H -4.12538 1.54522 -0.05288 0.01 0.00 0.00
H 1.77665 1.32995 2.13645 -0.01 0.04 -0.01
H 3.10987 3.30623 2.65192 -0.01 -0.02 -0.01
H 2.14481 5.60138 2.24492 -0.01 0.00 0.00
O -1.71825 -3.18501 3.51300 -0.07 -0.07 0.03
P -1.98738 -2.15591 2.33153 -0.03 0.04 -0.04
O -1.38663 -2.58112 1.03347 0.06 0.17 -0.02
O -1.58251 -0.75086 2.77254 -0.04 0.07 0.04
O -3.60013 -2.17847 2.24593 0.03 0.01 -0.01
P -4.34805 -0.88440 1.54720 -0.10 -0.11 -0.11
O -4.15695 0.22644 2.70480 0.05 0.13 0.09
O -5.78408 -1.16266 1.36337 0.03 -0.03 0.02
O -3.49526 -0.47608 0.36148 0.02 0.12 0.14
H -0.79363 -3.03752 3.81372 -0.01 0.05 -0.01
H -3.21599 0.18495 2.97963 -0.06 -0.06 0.00
C 4.79067 -1.93750 3.56488 0.00 0.00 0.04
N 3.92037 -0.75910 3.62873 0.03 -0.02 0.04
C 2.81401 -1.01558 4.54202 0.00 0.00 0.00
C 1.78150 -1.79586 3.74578 -0.02 0.00 0.01
O 0.86132 -2.48647 4.19233 0.04 -0.01 -0.02
N 2.13332 -1.53887 2.48425 -0.06 -0.04 -0.03
C 3.20317 -0.43873 2.34952 -0.06 0.12 0.16
N 3.93522 -0.74682 1.17443 0.05 -0.14 -0.24
H 5.15708 -2.15951 4.57036 0.02 0.02 0.00
H 5.65846 -1.71073 2.94223 0.00 -0.03 0.01
H 4.31080 -2.84753 3.17204 0.01 0.01 -0.01
H 2.33887 -0.06229 4.80904 0.00 0.00 0.00
H 3.11009 -1.54036 5.45014 0.01 0.00 0.00
H 4.36320 0.04912 0.73812 -0.02 0.01 -0.03
H 4.54298 -1.56422 1.15670 0.04 0.09 0.04
```
Positions in Å, forces in eV/Å.

calculated total energy	-3590.7771	hartree
HOMO level	-1.5544	eV
LUMO level	3.08	eV
ΔE to the lowest compared entry with this formula, charge and spin	6.195	eV
charge	-2